[1]
Density functional theory data (ωB97M-V with the def2-TZVPD basis set) for a structure of composition C38H38BCl5FN11O3V in a non-equilibrium geometry.

ORCA input file:
```
! wB97M-V def2-TZVPD RIJCOSX def2/J DEFGRID3
* xyz 2 2
V 0.082 0.364 -0.309
C -2.986 2.998 -2.151
C -3.053 1.508 -2.080
C -4.211 0.710 -2.126
C -3.750 -0.584 -2.097
N -2.404 -0.543 -2.049
N -1.970 0.740 -2.025
B -1.385 -1.689 -2.101
N -0.098 -1.127 -2.742
C 0.284 -1.344 -4.000
C 1.362 -0.531 -4.276
C 1.592 0.197 -3.113
C 2.632 1.253 -2.984
N 0.701 -0.187 -2.170
N -0.988 -2.209 -0.705
C -1.490 -3.273 -0.062
C -0.595 -3.644 0.918
C 0.454 -2.713 0.834
C 1.750 -2.777 1.567
N 0.187 -1.829 -0.133
N -1.885 -2.841 -2.957
C -1.358 -4.096 -3.034
C -1.955 -4.734 -4.083
C -2.858 -3.780 -4.625
C -3.765 -3.955 -5.792
N -2.790 -2.652 -3.944
H -3.466 3.339 -3.069
H -3.526 3.450 -1.314
H -1.952 3.346 -2.149
H -5.232 1.050 -2.172
H -4.290 -1.513 -2.118
H -0.226 -2.058 -4.625
H 1.909 -0.457 -5.200
H 3.105 1.399 -3.952
H 2.186 2.198 -2.677
H 3.405 0.974 -2.272
H -2.429 -3.713 -0.355
H -0.671 -4.470 1.604
H 2.267 -3.690 1.271
H 2.388 -1.927 1.332
H 1.589 -2.837 2.644
H -0.596 -4.433 -2.349
H -1.803 -5.744 -4.424
H -4.439 -4.797 -5.630
H -4.355 -3.056 -5.958
H -3.186 -4.172 -6.690
C -4.538 5.956 2.022
C -3.347 5.385 2.787
N -2.467 4.593 1.914
C -2.714 3.281 1.798
C -1.962 2.430 1.041
C -2.384 0.995 0.916
O -3.522 0.679 1.122
O -1.416 0.169 0.586
C -0.853 2.925 0.318
O -0.074 2.161 -0.343
C -0.654 4.350 0.353
C 0.360 4.945 -0.399
C 0.536 6.298 -0.400
F 1.548 6.770 -1.148
C -0.307 7.166 0.328
C -1.281 6.558 1.114
C -1.478 5.174 1.144
N -0.194 8.569 0.318
C 0.863 9.224 -0.469
C 0.796 10.740 -0.245
N 0.260 10.979 1.128
C -1.195 10.624 1.173
C -1.415 9.371 0.312
H -5.154 6.564 2.683
H -5.159 5.151 1.629
H -4.207 6.564 1.178
H -3.695 4.730 3.583
H -2.762 6.170 3.260
H -3.567 2.887 2.338
H 1.012 4.330 -1.004
H -1.908 7.183 1.731
H 0.774 9.034 -1.541
H 1.830 8.849 -0.144
H 0.128 11.229 -0.951
H 1.782 11.185 -0.345
H 0.409 11.942 1.431
H 0.763 10.365 1.771
H -1.774 11.462 0.790
H -1.472 10.453 2.211
H -1.690 9.643 -0.713
H -2.250 8.814 0.720
Cl 2.926 2.051 -0.101
C 2.428 1.340 1.380
C 1.240 0.591 1.424
C 0.941 0.077 2.712
Cl -0.569 -0.649 3.099
C 1.818 0.197 3.795
Cl 1.428 -0.508 5.306
C 3.018 0.884 3.662
Cl 4.121 0.979 4.963
C 3.306 1.497 2.450
Cl 4.752 2.400 2.273
*
```

Results
<S²> = 0.76
Orbital gap (spin up / spin down) = 0.2252 / 0.2302 hartree
ΔE to the lowest compared entry with this formula, charge and spin = 209.7 kJ/mol

---

[2]
Density functional theory data (ωB97M-V with the def2-TZVPD basis set) for the molecule C2H3Cl2FSi in a non-equilibrium geometry.

ORCA input file:
```
! wB97M-V def2-TZVPD RIJCOSX def2/J DEFGRID3
* xyz 0 1
C -0.376 0.421 0.212
C -0.476 -0.721 -0.737
F -0.848 -2.547 -2.624
Si -0.716 -0.979 -2.425
Cl -1.636 1.582 0.502
Cl -0.416 -0.203 -4.196
H -0.143 0.025 1.215
H 0.533 0.975 -0.037
H -0.554 -1.560 -0.057
*
```

Results
SMILES string = F/[Si](Cl)=C/CCl
Orbital gap = 0.3067 hartree
ΔE to the lowest compared entry with this formula, charge and spin = 317.3 kJ/mol

---

[3]
Density functional theory data (ωB97M-V with the def2-TZVPD basis set) for a structure of composition C22H27BrOPb in a non-equilibrium geometry.

ORCA input file:
```
! wB97M-V def2-TZVPD RIJCOSX def2/J DEFGRID3
* xyz -2 1
C -2.832 -0.447 -1.855
C -2.743 -0.924 -0.507
C -2.952 0.162 0.370
H -2.618 -1.967 -0.194
C -3.184 1.338 -0.411
C -3.149 0.964 -1.789
H -3.385 1.616 -2.625
H -2.832 -1.061 -2.749
H -2.991 0.113 1.460
H -3.376 2.329 -0.013
Pb -0.186 0.225 -2.138
Br 0.513 -1.967 -3.377
C 1.978 1.056 -5.696
C 0.874 1.845 -6.129
C -0.116 0.967 -6.662
H 0.818 2.938 -6.105
C 0.377 -0.363 -6.562
C 1.681 -0.309 -5.981
H 2.332 -1.155 -5.780
H 2.903 1.419 -5.248
H -1.067 1.266 -7.114
H -0.143 -1.269 -6.871
C 2.873 -0.654 0.024
C 2.794 0.554 0.975
C 2.702 1.908 0.246
C 1.817 0.419 2.131
C 2.150 1.044 3.310
C 1.417 0.821 4.473
C 0.250 0.048 4.449
C -0.175 -0.535 3.274
C -1.431 -1.379 3.317
C -1.250 -2.682 4.124
C -2.625 -0.634 3.947
C 0.546 -0.289 2.035
O 0.053 -0.626 0.905
H 1.925 -0.922 -0.475
H 3.190 -1.512 0.631
H 3.643 -0.494 -0.745
H 3.791 0.618 1.449
H 1.754 1.993 -0.325
H 2.753 2.727 0.981
H 3.545 2.013 -0.459
H 3.047 1.683 3.349
H 1.736 1.257 5.416
H -0.339 -0.089 5.363
H -1.675 -1.645 2.282
H -0.984 -2.454 5.166
H -2.185 -3.262 4.108
H -0.455 -3.304 3.698
H -2.845 0.304 3.423
H -3.512 -1.285 3.904
H -2.413 -0.397 5.000
*
```

Results
Orbital gap = 0.2088 hartree

---

[4]
Density functional theory data (ωB97M-V with the def2-TZVPD basis set) for a cluster of 8 separate species, C11H38N6O8 in total in a non-equilibrium geometry.

ORCA input file:
```
! wB97M-V def2-TZVPD RIJCOSX def2/J DEFGRID3
* xyz 0 1
C -1.799 3.547 0.161
O -2.580 2.827 0.633
N -0.522 3.414 0.296
N -2.129 4.576 -0.557
H 0.158 4.134 0.093
H -0.170 2.594 0.768
H -1.405 5.159 -0.952
H -3.088 4.856 -0.416
C 3.124 2.051 -0.346
O 2.179 1.537 0.232
N 3.055 3.157 -1.042
N 4.343 1.608 -0.181
H 2.241 3.726 -0.860
H 3.942 3.612 -1.204
H 4.352 0.740 0.335
H 5.161 1.998 -0.626
C 0.799 0.928 3.405
O 0.044 0.589 4.238
N 1.732 0.214 2.947
N 0.633 2.043 2.833
H 1.893 -0.694 3.360
H 2.291 0.378 2.122
H 0.070 2.791 3.210
H 1.285 2.246 2.089
C -0.144 -0.657 0.145
O 0.451 -0.189 -1.041
H -0.333 0.234 0.744
H -1.135 -1.053 -0.076
H 0.437 -1.415 0.672
H 1.167 0.374 -0.736
C 3.165 -1.759 0.272
O 4.178 -1.024 0.938
H 2.689 -1.138 -0.488
H 3.668 -2.663 -0.071
H 2.421 -2.090 0.997
H 4.733 -1.577 1.492
C -2.996 0.024 2.530
C -3.117 -0.403 3.953
O -2.010 -1.228 4.214
H -3.902 0.512 2.171
H -2.861 -0.826 1.862
H -2.238 0.739 2.212
H -4.006 -1.025 4.048
H -2.995 0.448 4.624
H -1.231 -0.689 4.371
C -2.620 -3.010 -1.421
C -3.631 -1.987 -1.904
O -4.203 -2.355 -3.158
H -1.707 -2.938 -2.012
H -2.979 -4.025 -1.589
H -2.409 -2.894 -0.358
H -3.261 -0.962 -1.932
H -4.424 -2.000 -1.157
H -5.100 -2.057 -3.326
C 1.314 -2.764 -4.975
C 0.583 -2.009 -3.732
O 1.261 -2.203 -2.550
H 0.894 -2.497 -5.945
H 1.392 -3.843 -4.844
H 2.336 -2.385 -4.992
H -0.452 -2.334 -3.621
H 0.322 -0.956 -3.833
H 1.131 -1.410 -2.025
*
```

Results
SMILES string = NC(N)=O.NC(N)=O.NC(N)=O.CCO.CCO.CCO.CO.CO
Orbital gap = 0.3132 hartree
ΔE to the lowest compared entry with this formula, charge and spin = 121.1 kJ/mol

---

| no. | DFT total energy (Eh) |
| --- | --- |
| 1 | -5668.229194 |
| 2 | -1387.776563 |
| 3 | -3696.588499 |
| 4 | -1372.342822 |